{
  "formula": "C24H28Cl5CrN2O8S",
  "method": "wB97M-V/def2-TZVPD",
  "relative_energy_kj_mol": 0.0,
  "energy_ha": -5386.493832,
  "multiplicity": 4,
  "s2": 3.7808,
  "homo_lumo_gap_ev": [8.25, 8.38],
  "lumo_ev": [-0.5, -0.4],
  "symbols": ["Cr", "C", "N", "C", "C", "O", "C", "O", "C", "C", "O", "N", "C", "C", "H", "H", "H", "H", "H", "H", "H", "H", "H", "H", "H", "H", "H", "H", "H", "H", "Cl", "C", "C", "C", "Cl", "C", "Cl", "C", "Cl", "C", "Cl", "C", "C", "C", "C", "C", "C", "C", "O", "C", "C", "C", "H", "H", "H", "H", "H", "H", "H", "H", "H", "H", "H", "H", "O", "S", "O", "O", "O"],
  "positions_angstrom": [[-0.720, -0.112, -0.022], [-1.043, 1.071, 5.281], [0.271, 0.685, 4.780], [1.009, -0.280, 5.577], [0.617, 0.846, 3.488], [1.637, 0.378, 2.993], [-0.318, 1.702, 2.642], [-0.055, 1.483, 1.261], [1.186, 2.007, 0.823], [1.951, 0.861, 0.224], [1.261, -0.086, -0.186], [3.259, 0.927, 0.053], [3.966, -0.142, -0.640], [4.024, 2.065, 0.543], [-0.986, 1.139, 6.366], [-1.809, 0.345, 4.997], [-1.331, 2.051, 4.908], [1.047, 0.060, 6.612], [2.017, -0.373, 5.186], [0.526, -1.260, 5.542], [-0.195, 2.765, 2.877], [-1.347, 1.409, 2.788], [1.724, 2.480, 1.639], [0.995, 2.747, 0.036], [3.287, -0.975, -0.789], [4.813, -0.466, -0.036], [4.323, 0.210, -1.609], [3.649, 3.005, 0.136], [5.054, 1.948, 0.218], [4.009, 2.105, 1.633], [-2.744, 2.514, 0.542], [-1.947, 2.516, -1.000], [-1.011, 1.523, -1.317], [-0.420, 1.647, -2.576], [0.808, 0.517, -3.077], [-0.753, 2.648, -3.489], [-0.002, 2.731, -5.037], [-1.708, 3.596, -3.140], [-2.146, 4.835, -4.250], [-2.302, 3.537, -1.884], [-3.470, 4.724, -1.448], [-6.799, -3.750, -1.458], [-5.323, -3.481, -1.505], [-4.426, -4.361, -0.911], [-3.068, -4.106, -0.897], [-2.156, -5.047, -0.159], [-2.600, -2.909, -1.487], [-1.190, -2.647, -1.398], [-0.628, -1.544, -1.413], [-3.490, -2.013, -2.109], [-3.047, -0.752, -2.796], [-4.836, -2.331, -2.116], [-7.006, -4.815, -1.361], [-7.300, -3.375, -2.350], [-7.237, -3.246, -0.594], [-4.799, -5.254, -0.424], [-2.714, -5.921, 0.171], [-1.742, -4.553, 0.722], [-1.326, -5.398, -0.776], [-0.529, -3.522, -1.368], [-2.007, -0.779, -3.115], [-3.160, 0.092, -2.111], [-3.675, -0.566, -3.667], [-5.529, -1.655, -2.605], [-3.262, -2.371, 1.724], [-2.352, -1.273, 1.602], [-2.354, -0.352, 2.725], [-2.600, -0.456, 0.312], [-0.911, -1.693, 1.307]],
  "forces_ev_per_a": [[0.1, -0.1, -0.3], [0.0, 0.0, 0.0], [-0.1, -0.1, 0.0], [0.0, 0.0, 0.0], [0.1, -0.1, 0.1], [0.0, 0.1, 0.0], [0.0, 0.0, 0.1], [0.1, 0.1, 0.3], [0.2, 0.2, 0.0], [-0.2, 0.2, -0.1], [0.4, -0.6, 0.0], [0.0, 0.0, 0.0], [0.0, 0.0, 0.0], [0.0, 0.0, 0.0], [0.0, 0.0, 0.0], [0.0, 0.0, 0.0], [0.0, 0.0, 0.0], [0.0, 0.0, 0.0], [0.0, 0.0, 0.0], [0.0, 0.0, 0.0], [0.0, 0.0, -0.1], [-0.1, 0.0, 0.0], [-0.1, 0.0, 0.1], [0.0, 0.0, 0.0], [0.0, 0.0, 0.0], [0.0, 0.0, 0.0], [0.0, 0.0, 0.0], [0.0, 0.0, 0.0], [0.0, 0.0, 0.0], [0.0, 0.0, 0.0], [-0.1, 0.0, 0.0], [0.1, 0.0, -0.1], [-0.2, 0.0, -0.3], [0.0, 0.0, 0.1], [0.0, 0.0, -0.1], [0.0, 0.0, 0.0], [0.0, 0.0, 0.0], [0.0, 0.0, 0.0], [0.0, 0.0, 0.0], [0.0, 0.0, 0.0], [0.0, 0.0, 0.0], [0.0, 0.0, 0.0], [0.0, 0.0, 0.0], [0.0, 0.0, 0.0], [-0.1, 0.0, 0.0], [0.0, 0.0, 0.0], [0.0, -0.1, 0.2], [0.1, -0.1, -0.3], [-0.1, -0.1, 0.1], [0.0, 0.1, -0.1], [0.0, 0.0, 0.0], [0.0, 0.0, 0.0], [0.0, 0.0, 0.0], [0.0, 0.0, 0.0], [0.0, 0.0, 0.0], [0.0, 0.0, 0.0], [0.0, 0.0, 0.0], [0.0, 0.0, 0.0], [0.0, 0.0, 0.0], [0.0, 0.0, 0.1], [-0.1, 0.0, 0.0], [0.0, -0.1, 0.0], [0.0, 0.0, 0.0], [0.0, 0.0, 0.0], [0.1, -0.2, -0.2], [-0.1, 0.1, 0.3], [-0.1, 0.0, 0.2], [0.0, 0.1, 0.1], [0.0, 0.4, 0.0]]
}

---

{
  "formula": "C3H6NOS",
  "method": "wB97M-V/def2-TZVPD",
  "relative_energy_kj_mol": 165.8,
  "charge": 1,
  "energy_ha": -645.748134,
  "homo_lumo_gap_ev": 9.90,
  "lumo_ev": -4.0,
  "symbols": ["C", "C", "C", "N", "O", "S", "H", "H", "H", "H", "H", "H"],
  "positions_angstrom": [[-1.516, 0.567, -0.849], [0.400, -0.254, -1.124], [-0.103, -0.215, 1.340], [0.954, 0.111, 0.345], [-2.161, 0.727, -1.774], [-1.586, 0.724, 0.878], [0.115, -1.322, -1.329], [0.985, 0.122, -1.963], [-0.396, -1.251, 1.198], [0.189, 0.095, 2.344], [1.831, -0.433, 0.507], [1.287, 1.128, 0.428]],
  "forces_ev_per_a": [[4.8, -2.0, 0.8], [-2.7, 1.0, 1.4], [-0.5, 0.4, -1.1], [1.3, -0.3, -2.0], [-1.7, 0.6, -1.3], [-0.7, 0.7, 0.5], [0.8, 0.8, 1.2], [0.1, 0.5, 0.6], [0.6, -0.2, 0.5], [-0.1, -0.3, -0.1], [-0.8, 0.1, 0.1], [-1.0, -1.6, -0.5]]
}

---

{
  "formula": "C6H14N2O2",
  "method": "wB97M-V/def2-TZVPD",
  "relative_energy_kj_mol": 263.3,
  "energy_ha": -496.957243,
  "smiles": "CNC(C)=O.CNC(C)=O",
  "homo_lumo_gap_ev": 10.06,
  "lumo_ev": 0.6,
  "symbols": ["C", "N", "C", "C", "O", "H", "H", "H", "H", "H", "H", "H", "C", "N", "C", "C", "O", "H", "H", "H", "H", "H", "H", "H"],
  "positions_angstrom": [[-0.876, -2.207, -0.694], [-1.392, -1.018, -1.401], [-2.062, -0.092, -0.584], [-2.273, 1.236, -1.332], [-2.260, -0.203, 0.555], [-0.611, -2.072, 0.359], [-1.477, -3.125, -0.630], [-0.158, -2.613, -1.542], [-0.754, -0.654, -2.124], [-2.001, 2.139, -0.905], [-2.076, 1.078, -2.325], [-3.412, 1.237, -1.334], [2.239, -0.721, 2.323], [1.361, -0.066, 1.352], [1.745, 1.090, 0.775], [0.887, 1.653, -0.342], [2.914, 1.489, 0.963], [3.249, -0.345, 2.201], [2.129, -0.263, 3.331], [2.086, -1.738, 2.195], [0.415, -0.287, 1.123], [0.022, 2.220, -0.242], [1.697, 2.392, -0.716], [0.608, 0.871, -1.006]],
  "forces_ev_per_a": [[1.0, -1.6, -3.0], [-0.5, -0.7, 1.5], [3.2, 2.6, -5.0], [-4.3, -2.7, 1.1], [-1.2, -1.4, 4.3], [0.9, 0.5, -0.5], [-1.1, 0.8, -0.3], [-0.2, 0.8, 2.6], [-0.9, -0.2, 0.7], [1.0, 1.4, 0.9], [1.0, 0.2, -2.5], [1.0, 0.4, 0.0], [-0.4, 3.0, 0.6], [0.2, 1.1, -0.1], [2.3, -0.5, 0.3], [3.6, 1.5, -0.3], [-1.9, 0.4, -0.2], [0.3, -0.6, -1.1], [-0.9, -1.0, -0.2], [0.1, -2.0, 0.5], [-0.4, -0.9, 0.7], [-1.5, 0.9, 1.3], [-1.6, -1.3, -0.4], [0.3, -0.7, -0.9]]
}

---

{
  "formula": "C4H4Br3N",
  "method": "wB97M-V/def2-TZVPD",
  "relative_energy_kj_mol": 278.3,
  "energy_ha": -7931.476389,
  "homo_lumo_gap_ev": [7.09, 7.14],
  "lumo_ev": [-0.9, -0.9],
  "symbols": ["C", "C", "C", "C", "N", "Br", "Br", "Br", "H", "H", "H", "H"],
  "positions_angstrom": [[-1.582, 1.904, 0.613], [-1.457, -1.501, -0.501], [-1.423, 0.743, -1.508], [-1.247, -0.650, -1.525], [-1.836, 1.391, -0.468], [-2.753, 2.822, 1.629], [2.722, 2.483, 2.227], [-0.552, -1.522, -3.116], [-1.023, -2.432, -0.552], [-2.082, -1.198, 0.355], [-1.115, 1.169, -2.379], [3.524, 1.396, 1.567]],
  "forces_ev_per_a": [[0.9, -0.3, -0.3], [-1.0, 2.6, 0.0], [-1.3, -0.5, 1.4], [-0.1, -2.8, 1.0], [1.3, -0.5, -1.1], [-1.3, 0.7, 0.9], [1.0, -1.3, -0.8], [0.0, 0.9, 0.4], [0.4, -2.1, 0.1], [0.7, -0.1, -0.3], [0.5, 2.1, -2.1], [-1.0, 1.3, 0.8]]
}